(1)
Formula: C30H23N2O4
Source: OMol25
Level of theory: ωB97M-V/def2-TZVPD

```
59
Properties=species:S:1:pos:R:3:lowdin_charge:R:1
N -3.84893 0.77719 0.13515 0.046
C -3.56594 -0.11205 1.17196 -0.533
O -4.14679 -1.18055 1.37941 0.005
N -2.53842 0.28173 2.02226 0.176
C -1.79509 1.46042 1.99686 -0.505
O -0.92183 1.62760 2.86000 -0.022
C -2.18131 2.32311 0.91771 -0.042
C -3.12730 1.88707 0.01493 -0.163
H -2.36341 -0.37418 2.77616 0.152
H -1.70760 3.28843 0.82063 0.086
H -3.32200 2.51300 -0.87340 0.111
C -4.67910 -0.29337 -7.72586 -0.062
O -3.67141 -0.47765 -6.68927 -0.094
C -4.04235 -0.20354 -5.41377 -0.277
C -3.20952 -0.73565 -4.39618 0.001
C -3.59782 -0.62479 -3.07922 -0.001
C -4.84345 -0.03427 -2.72474 -0.201
C -5.31325 -0.19479 -1.39813 0.026
C -6.68415 -0.13548 -1.03225 -0.186
C -7.01798 0.13659 0.32963 0.028
C -8.27521 -0.04421 0.85562 -0.077
C -8.61910 0.37285 2.22763 -0.156
C -7.98517 1.50742 2.77860 -0.037
C -8.31949 1.96957 4.05129 -0.101
C -9.29868 1.31397 4.81394 -0.113
C -9.94283 0.18672 4.27745 -0.095
C -9.60752 -0.26756 3.00280 -0.028
C -9.31179 -0.69084 -0.00904 -0.282
O -10.35319 -1.15907 0.46452 -0.005
C -9.01693 -0.73645 -1.47197 -0.090
C -10.02968 -1.15017 -2.44889 -0.164
C -9.92360 -0.72724 -3.79505 -0.047
C -10.86167 -1.12707 -4.73924 -0.108
C -11.93059 -1.95733 -4.36623 -0.114
C -12.02890 -2.40618 -3.03778 -0.090
C -11.06667 -2.03116 -2.10085 -0.025
C -7.74200 -0.48571 -1.91757 0.002
C -5.56528 0.65834 -3.74965 -0.012
C -5.17948 0.57164 -5.08293 -0.017
H -4.26155 -0.79923 -8.60232 0.087
H -5.65066 -0.75306 -7.45074 0.101
H -4.82279 0.78252 -7.93849 0.091
H -2.32002 -1.28531 -4.70076 0.118
H -2.98533 -1.03364 -2.27761 0.125
H -4.68042 -0.78137 -0.70982 0.096
H -6.18252 0.46358 0.95265 0.104
H -7.27762 2.05864 2.15835 0.110
H -7.83092 2.86131 4.44578 0.094
H -9.57929 1.68640 5.80548 0.090
H -10.72567 -0.32658 4.84169 0.095
H -10.15357 -1.10487 2.57090 0.098
H -9.10794 -0.06211 -4.08803 0.100
H -10.76531 -0.77215 -5.76436 0.091
H -12.68696 -2.24895 -5.10040 0.089
H -12.85783 -3.04109 -2.71353 0.096
H -11.11759 -2.39492 -1.07553 0.101
H -7.53230 -0.67779 -2.97142 0.102
H -6.44804 1.25464 -3.49721 0.123
H -5.78166 1.02578 -5.87678 0.104
```

Properties
- multiplicity = 1
- total charge = -1

***

(2)
Formula: C17H9Br5N5O7S4Sn
Source: OMol25
Level of theory: ωB97M-V/def2-TZVPD

```
48
Properties=species:S:1:pos:R:3:lowdin_charge:R:1
Sn 0.52923 -0.13041 -0.80281 1.310
O 2.02100 -6.45380 -0.06890 -0.060
C 1.61580 -5.36989 0.24950 -1.007
S -0.06377 -4.98416 0.61008 0.989
C 0.19608 -3.29602 1.03013 -0.994
C 1.45947 -2.80036 0.90281 -1.142
S 1.96026 -1.15117 1.12909 0.503
S 2.66562 -3.93631 0.37901 0.988
S -1.14172 -2.31965 1.48653 0.946
N -0.49247 1.05787 2.13929 0.039
N -0.97125 2.34856 1.86437 -0.016
C -1.46898 2.58955 0.62918 -0.408
N -1.69119 3.87900 0.34983 0.204
N -1.64520 1.53793 -0.16783 0.084
N -2.21577 1.72058 -1.38478 -0.442
O -2.03162 0.80231 -2.17070 -0.007
O -2.87349 2.71983 -1.66860 0.020
H -0.55607 0.90459 3.13568 0.089
H 0.48296 1.02804 1.85046 -0.004
H -0.34390 3.09284 2.16865 0.097
H -1.17096 4.55629 0.88350 0.110
H -2.03399 4.10180 -0.56844 0.086
Br -5.24501 -4.15707 -2.32631 0.702
C -3.47261 -3.53713 -2.17674 -0.755
C -2.49421 -3.90571 -3.10073 -0.738
Br -2.93552 -5.07877 -4.51167 0.709
C -1.19847 -3.41682 -3.00266 -0.636
Br 0.15874 -3.87202 -4.22412 0.777
C -0.82637 -2.55045 -1.96131 -0.461
O 0.36037 -2.03430 -1.84170 -0.320
C -1.81715 -2.24778 -1.01974 -0.397
O -1.41347 -1.43174 0.02356 -0.569
C -3.11939 -2.69204 -1.12926 -0.646
Br -4.35775 -2.09247 0.15230 0.793
Br 7.66923 4.97779 -0.41522 0.693
C 5.88849 4.43443 -0.02579 -0.696
C 4.99401 5.36502 0.47670 -0.131
C 3.70239 4.95783 0.76886 -0.023
C 3.30106 3.64640 0.54463 -0.126
C 4.21498 2.73581 0.03160 -0.014
C 5.51771 3.11992 -0.24875 -0.124
C 1.87996 3.21383 0.87308 -0.600
O 1.22352 3.96126 1.63149 -0.037
O 1.49252 2.13953 0.33729 -0.203
H 5.30606 6.38749 0.63943 0.095
H 2.98359 5.65100 1.18415 0.113
H 3.89308 1.71837 -0.14646 0.112
H 6.23368 2.40959 -0.63818 0.098
```

Properties
- multiplicity = 1
- total charge = -1

***

(3)
Formula: C3H20NO8
Source: OMol25
Level of theory: ωB97M-V/def2-TZVPD

```
32
Properties=species:S:1:pos:R:3:lowdin_charge:R:1
O 1.60552 -2.35674 1.00932 0.131
C 0.48661 -1.98811 1.19539 -0.530
O -0.51952 -2.78446 1.61612 0.115
C -0.09977 -0.58315 0.92428 -0.258
C 0.39246 0.22704 2.09303 -0.078
N 0.57896 -0.06719 -0.30380 0.178
H -0.10882 -3.65209 1.85618 0.150
H -1.14305 -0.69528 0.62842 0.117
H 0.40445 1.32308 2.01225 0.069
H -0.00984 0.25629 3.12520 0.093
H 1.42581 -0.12488 2.22444 0.089
H 0.40343 -0.70853 -1.09514 0.115
H 1.57148 0.27543 -0.26906 0.099
H 0.05268 0.77228 -0.58720 0.087
H -3.39342 -0.23252 0.63851 -0.014
H -3.00268 0.32372 -0.69808 0.011
O -3.19515 -0.51675 -0.26394 -0.094
H -1.05950 3.15469 -0.76329 0.008
H -1.25983 2.35445 -2.08407 0.017
O -1.23607 2.27555 -1.10261 -0.172
H -2.69400 0.37086 2.78463 0.037
H -3.77712 -0.81645 2.89977 0.065
O -3.59866 0.08636 2.58332 -0.063
H -0.12245 -0.04580 -3.97525 0.014
H 0.44168 -1.39077 -3.61684 0.041
O 0.12109 -0.56215 -3.18755 -0.152
H 2.55957 2.04678 0.69927 0.053
H 3.32269 2.09960 -0.61164 0.034
O 2.46254 1.87532 -0.26690 -0.123
H 2.95106 0.26061 -3.04404 0.005
H 3.51593 -0.97948 -2.20059 0.052
O 2.92393 -0.19770 -2.22016 -0.096
```

Properties
- multiplicity = 2

***

Values of strongest force on any atom, in order: 2.54 0.39 2.45, all in eV Å⁻¹.
Values of energy relative to the best compared isomer or geometry (same formula, charge and spin), in order: 0.332 1.492 0.910, all in eV.